Density functional theory data (the ωB97M-V functional and the def2-TZVPD basis) for a cluster of 10 separate species, C48H92F2N16O7S2 in total.

XYZ file:
```
167
Properties=species:S:1:pos:R:3:mulliken_charge:R:1
N 12.099 17.078 14.729 -0.36
S 11.972 18.063 15.880 1.15
O 11.911 19.460 15.521 -0.47
O 12.453 17.651 17.162 -0.46
F 10.358 17.851 16.046 -0.41
S 13.607 17.567 14.151 -0.26
O 14.691 17.609 15.116 -0.56
O 13.612 18.550 13.078 0.31
F 14.017 16.279 13.262 -0.36
C 14.283 26.992 15.205 -1.42
C 14.570 25.453 15.427 -0.14
N 13.254 24.826 15.553 0.33
C 12.055 25.176 14.915 -0.56
C 11.016 24.390 15.492 -0.54
N 11.582 23.470 16.366 0.24
C 12.933 23.747 16.352 -0.45
C 10.906 22.360 17.066 -0.70
H 13.816 27.509 16.043 0.39
H 13.687 27.249 14.329 0.41
H 15.276 27.421 15.069 0.40
H 15.153 25.320 16.338 0.38
H 15.041 25.033 14.538 0.21
H 12.005 25.942 14.156 0.47
H 9.939 24.363 15.416 0.58
H 13.689 23.232 16.927 0.60
H 11.589 21.736 17.643 0.31
H 10.394 21.771 16.305 0.06
H 10.118 22.709 17.734 0.37
C 11.352 21.106 10.360 -1.06
C 11.148 20.467 9.018 -0.34
N 11.865 19.227 8.884 0.37
C 11.523 18.268 7.960 -0.76
C 12.464 17.304 8.042 -0.20
N 13.477 17.710 8.896 0.21
C 13.074 18.930 9.377 -0.41
C 14.585 16.929 9.359 -0.74
H 10.635 21.927 10.371 0.38
H 12.361 21.517 10.349 0.42
H 11.224 20.407 11.187 0.21
H 11.517 21.140 8.243 0.25
H 10.088 20.227 8.940 0.37
H 10.562 18.157 7.480 0.52
H 12.508 16.301 7.644 0.47
H 13.679 19.622 9.944 0.39
H 14.723 16.151 8.609 0.36
H 14.387 16.670 10.400 0.23
H 15.500 17.517 9.293 0.31
C 18.618 16.098 21.637 -1.32
C 19.212 17.227 20.796 -0.21
N 18.066 18.029 20.206 0.44
C 17.851 19.442 20.186 -0.92
C 16.559 19.732 19.646 -0.39
N 16.050 18.524 19.213 0.59
C 16.959 17.500 19.598 -1.05
C 14.752 18.296 18.618 -0.56
H 17.970 15.365 21.157 0.47
H 18.051 16.570 22.439 0.36
H 19.424 15.684 22.243 0.41
H 19.930 16.916 20.038 0.18
H 19.697 17.879 21.524 0.39
H 18.613 20.097 20.582 0.54
H 16.001 20.633 19.435 0.72
H 16.792 16.472 19.311 0.64
H 14.221 19.238 18.476 0.36
H 14.094 17.750 19.293 0.60
H 14.735 17.677 17.722 -0.25
C 8.989 21.649 13.767 -0.50
C 8.339 20.295 14.008 -0.71
N 8.492 19.378 12.868 0.28
C 7.778 19.503 11.690 -0.57
C 8.255 18.634 10.752 -0.46
N 9.134 17.838 11.459 0.35
C 9.334 18.350 12.714 -0.19
C 9.902 16.689 10.887 -0.97
H 10.034 21.350 13.848 0.00
H 8.807 22.346 14.585 0.37
H 8.901 22.179 12.819 0.36
H 7.288 20.549 14.144 0.38
H 8.601 19.823 14.955 0.20
H 7.002 20.253 11.636 0.52
H 8.065 18.471 9.701 0.58
H 10.004 17.890 13.426 0.35
H 9.380 15.797 11.232 0.39
H 10.977 16.692 11.070 0.30
H 9.796 16.656 9.803 0.35
C 16.520 19.682 11.739 -1.38
C 15.714 20.792 12.479 -0.01
N 15.958 20.747 13.945 0.48
C 15.104 21.040 15.040 -1.06
C 15.882 20.989 16.174 -0.57
N 17.146 20.575 15.894 0.33
C 17.204 20.414 14.530 -0.53
C 18.336 20.463 16.827 -0.97
H 17.564 19.994 11.745 0.55
H 16.316 19.445 10.695 0.55
H 16.574 18.706 12.222 0.10
H 14.668 20.508 12.369 -0.17
H 15.743 21.791 12.044 0.48
H 14.045 21.228 14.945 1.02
H 15.618 21.274 17.181 0.56
H 18.141 20.338 13.999 0.56
H 18.855 19.507 16.892 0.11
H 18.174 20.918 17.805 0.39
H 19.029 21.232 16.487 0.50
C 10.174 15.672 17.831 -0.56
C 9.385 14.368 17.865 -0.76
N 10.150 13.197 18.186 0.53
C 11.199 13.128 19.062 -0.37
C 11.612 11.818 19.199 -1.05
N 10.665 11.014 18.529 0.23
C 9.765 11.908 17.973 -0.41
C 10.668 9.618 18.386 -0.77
H 10.976 15.494 17.115 -0.24
H 10.679 15.882 18.774 0.40
H 9.525 16.469 17.467 0.43
H 8.985 14.224 16.861 0.40
H 8.525 14.431 18.532 0.39
H 11.467 14.102 19.444 0.67
H 12.474 11.345 19.647 0.58
H 8.952 11.626 17.320 0.42
H 10.829 9.170 19.366 0.35
H 11.491 9.363 17.718 0.36
H 9.832 9.191 17.831 0.33
C 19.471 16.793 17.110 -1.21
C 20.049 16.796 15.725 -0.58
N 19.141 16.168 14.805 0.22
C 18.590 14.884 14.894 -0.78
C 17.813 14.699 13.813 -0.57
N 17.817 15.870 13.025 0.26
C 18.534 16.758 13.717 -0.12
C 17.216 15.876 11.704 -1.15
H 19.817 15.947 17.703 0.47
H 18.386 16.838 17.203 0.35
H 19.657 17.621 17.795 0.50
H 21.007 16.277 15.699 0.30
H 20.153 17.838 15.421 0.34
H 18.910 14.214 15.678 0.54
H 17.315 13.823 13.427 0.70
H 18.797 17.756 13.396 0.49
H 17.678 16.701 11.162 0.48
H 16.127 15.855 11.695 0.24
H 17.570 14.960 11.230 0.50
C 12.109 11.886 15.115 -1.63
C 12.475 13.443 15.378 2.12
C 13.953 13.827 15.102 -1.13
O 14.240 13.552 13.766 -0.05
C 14.997 12.355 13.559 -0.98
N 11.586 14.341 14.501 0.60
H 10.622 14.076 14.638 0.54
H 11.799 15.293 14.765 -0.54
H 11.898 14.269 13.543 0.50
H 12.421 11.280 15.966 0.33
H 12.595 11.612 14.179 0.51
H 11.029 11.769 15.025 0.40
H 12.267 13.732 16.408 -1.15
H 14.615 13.307 15.794 1.01
H 14.126 14.885 15.295 0.17
H 14.554 11.430 13.928 0.26
H 15.964 12.431 14.056 0.32
H 15.222 12.249 12.497 0.38
C 14.499 14.778 18.374 0.23
C 14.686 14.320 19.838 0.41
O 13.713 14.436 20.606 -0.74
O 15.813 13.908 20.080 -0.74
H 14.240 13.979 17.679 0.40
H 15.371 15.325 18.016 -0.21
H 13.777 15.592 18.434 -0.43
```

Calculated values
- net charge = +6
- frontier orbital gap (eV) = 5.01
- electronic energy (a.u.) = -4280.61555
- HOMO level (eV) = -17.389

Density functional theory data (the ωB97M-V functional and the def2-TZVPD basis) for a cluster of 2 separate species, C3H6O4S in total.

XYZ file:
```
14
Properties=species:S:1:pos:R:3:mulliken_charge:R:1
C 0.559 -0.326 -1.531 0.72
C -0.043 -0.493 0.831 -1.38
C 0.516 0.488 -0.241 -0.38
O -0.049 -2.955 -3.782 -0.44
O -0.417 -0.100 -2.383 -0.44
O -0.556 -3.085 -1.512 -0.44
O 1.443 -1.106 -1.775 -0.59
S 0.513 -3.179 -2.452 0.79
H 0.752 -1.069 1.102 0.38
H -0.780 -1.144 0.573 0.42
H -0.317 -0.107 1.735 0.45
H 1.477 1.085 0.031 0.27
H -0.159 1.271 -0.504 0.30
H -0.922 0.711 -2.432 0.35
```

Calculated values
- frontier orbital gap (eV) = 10.61
- relative energy (zero: lowest compared OMol25 entry of this formula, charge and spin) (kcal per mole) = 24.5
- electronic energy (a.u.) = -817.02157
- HOMO level (eV) = -10.657

Density functional theory data (the ωB97M-V functional and the def2-TZVPD basis) for a cluster of 5 separate species, C17H29O6 in total.

XYZ file:
```
52
Properties=species:S:1:pos:R:3:mulliken_charge:R:1
C 0.983 -5.821 4.259 -0.26
C 0.960 -4.510 4.047 -0.24
C 0.758 -2.964 3.609 -0.77
C -0.199 -3.007 2.293 -0.35
C 0.580 -2.371 1.029 0.35
O 0.118 -2.334 -0.166 -0.66
O 1.864 -1.778 1.305 -0.28
H 0.895 -6.953 4.060 0.29
H 0.144 -2.404 4.411 0.09
H -0.401 -4.121 2.023 0.38
H -1.228 -2.525 2.461 0.18
H 2.271 -1.471 0.444 0.27
C 6.766 -0.407 -0.393 -1.19
C 5.445 -1.002 0.016 0.83
O 4.478 -0.967 -0.727 -0.51
C 5.363 -1.641 1.376 -0.87
H 6.677 0.018 -1.396 0.30
H 7.046 0.389 0.300 0.32
H 7.534 -1.184 -0.409 0.32
H 5.580 -0.899 2.148 0.30
H 6.068 -2.472 1.440 0.31
H 4.352 -2.026 1.535 0.18
C 1.294 -0.087 -2.512 -0.64
C 0.806 1.261 -2.966 0.70
O 1.534 2.240 -2.949 -0.60
C -0.620 1.357 -3.443 -0.96
H 2.337 -0.008 -2.196 0.18
H 0.697 -0.433 -1.664 0.13
H 1.231 -0.802 -3.335 0.32
H -1.300 1.076 -2.636 0.28
H -0.767 0.706 -4.308 0.36
H -0.834 2.387 -3.739 0.25
C -3.829 1.139 3.075 -1.16
C -2.551 0.349 2.969 0.75
O -2.174 -0.367 3.878 -0.52
C -1.760 0.480 1.695 -0.75
H -4.294 0.947 4.045 0.32
H -3.614 2.207 2.994 0.31
H -4.522 0.832 2.288 0.29
H -1.453 1.519 1.554 0.43
H -2.362 0.144 0.848 0.32
H -0.864 -0.143 1.757 -0.01
C -3.824 4.709 -2.530 -1.06
C -4.319 3.300 -2.339 0.86
O -4.358 2.787 -1.235 -0.55
C -4.763 2.548 -3.566 -1.07
H -3.538 5.126 -1.561 0.29
H -2.949 4.711 -3.184 0.30
H -4.617 5.327 -2.956 0.33
H -3.930 2.454 -4.266 0.29
H -5.599 3.070 -4.039 0.36
H -5.094 1.548 -3.278 0.27
```

Calculated values
- net charge = -1
- frontier orbital gap (eV) = 4.14
- electronic energy (a.u.) = -1116.43914
- HOMO level (eV) = -1.996

Density functional theory data (the ωB97M-V functional and the def2-TZVPD basis) for a structure of composition C14H14BF9FeN6O.

XYZ file:
```
46
Properties=species:S:1:pos:R:3:mulliken_charge:R:1
H 1.345 -2.810 -0.829 0.64
N 1.315 -0.740 -1.166 0.54
B 1.483 1.630 -1.851 -0.02
N 1.649 0.119 -2.151 -0.03
C 2.022 -0.621 -3.219 -0.08
Fe 0.082 0.707 1.169 0.11
H 2.299 -0.140 -4.146 0.48
C 1.943 -1.969 -2.863 -1.23
H 2.120 -2.826 -3.489 0.40
C 1.521 -2.006 -1.531 -0.08
H 1.922 2.325 -2.722 -0.09
C -0.729 1.525 2.711 -1.00
H -0.761 0.701 3.449 0.34
H -1.752 1.892 2.541 0.19
H -0.104 2.340 3.104 0.38
N 2.134 1.966 -0.470 0.16
N -0.027 1.873 -1.632 -0.02
N 1.662 1.456 0.755 -0.12
N -0.673 1.294 -0.560 0.53
C 3.147 2.809 -0.228 -0.04
C -0.915 2.559 -2.368 -0.04
H 3.589 3.332 -1.059 0.45
H -0.574 3.109 -3.232 0.44
C 3.415 2.818 1.143 -1.19
C -2.171 2.424 -1.772 -1.30
C 2.494 1.953 1.729 -0.30
C -1.992 1.608 -0.653 -0.22
H 4.178 3.393 1.634 0.39
H -3.096 2.855 -2.101 0.42
H 2.326 1.688 2.765 0.58
H -2.685 1.230 0.084 0.45
H 0.827 -0.429 -0.311 0.57
F 0.342 -3.427 1.975 -0.24
C -0.965 -3.189 2.240 0.58
F -1.622 -4.382 2.251 -0.26
F -1.028 -2.649 3.485 -0.23
C -1.549 -2.190 1.185 0.45
O -0.679 -1.162 1.017 -1.08
C -1.772 -2.967 -0.164 0.53
F -2.881 -3.758 -0.148 -0.26
F -1.897 -2.084 -1.190 -0.24
F -0.710 -3.770 -0.458 -0.27
C -2.975 -1.742 1.660 0.44
F -3.720 -2.765 2.163 -0.26
F -2.865 -0.798 2.623 -0.20
F -3.673 -1.184 0.630 -0.28
```

Calculated values
- expectation value of S² = 6.02
- frontier orbital gap (spin up / spin down) (eV) = 7.45 / 7.92
- 2S+1 = 5
- electronic energy (a.u.) = -3133.07129
- HOMO level (spin up / spin down) (eV) = -7.128 / -7.610

> The lowest electronic energy belongs to which entry?

C48H92F2N16O7S2